7 unconnected molecules or ions with the total composition C27H29Cl4N5, computed with the ωB97M-V functional and the def2-TZVPD basis.

```
65
Properties=species:S:1:pos:R:3:nbo_charge:R:1
C 4.55 -2.43 0.82 -0.1899
C 5.41 -3.39 1.38 -0.2446
C 6.66 -3.65 0.66 0.0224
N 6.95 -2.98 -0.52 -0.4176
C 6.12 -2.08 -1.05 0.0213
C 4.96 -1.76 -0.33 -0.2400
H 3.70 -2.06 1.37 0.2169
H 5.05 -3.92 2.26 0.2197
H 7.36 -4.34 1.09 0.1984
H 6.54 -1.38 -1.75 0.2027
H 4.40 -0.88 -0.61 0.2106
C -6.19 -6.50 -2.19 -0.1755
C -5.73 -5.82 -3.26 -0.2640
C -5.09 -6.50 -4.24 0.0245
N -4.88 -7.88 -4.19 -0.4093
C -5.42 -8.56 -3.18 0.0317
C -6.01 -7.87 -2.12 -0.2523
H -6.77 -5.97 -1.44 0.2150
H -5.85 -4.74 -3.28 0.2196
H -4.62 -6.02 -5.09 0.2005
H -5.23 -9.62 -3.10 0.1946
H -6.25 -8.50 -1.27 0.2152
C 3.34 8.47 -0.47 -0.1760
C 2.30 7.55 -0.60 -0.2550
C 2.53 6.27 -0.97 0.0192
N 3.77 5.89 -1.42 -0.4187
C 4.78 6.79 -1.37 0.0410
C 4.60 8.14 -0.89 -0.2563
H 3.12 9.50 -0.21 0.2143
H 1.30 7.88 -0.33 0.2148
H 1.80 5.49 -0.84 0.1997
H 5.76 6.43 -1.68 0.1956
H 5.33 8.93 -1.00 0.2216
C -0.77 0.68 -6.69 -0.1783
C -0.14 -0.10 -7.61 -0.2593
C 0.28 -1.38 -7.29 0.0294
N 0.07 -1.91 -6.05 -0.4180
C -0.61 -1.21 -5.11 0.0219
C -1.04 0.12 -5.39 -0.2457
H -0.93 1.72 -6.94 0.2193
H 0.07 0.30 -8.59 0.2164
H 0.80 -2.04 -7.96 0.2011
H -0.78 -1.57 -4.10 0.1988
H -1.61 0.62 -4.62 0.2145
C 4.30 2.06 6.11 -0.1748
C 3.43 2.74 5.33 -0.2666
C 2.29 3.27 5.91 0.0400
N 1.98 3.22 7.18 -0.4172
C 2.84 2.52 7.98 0.0309
C 4.02 1.85 7.47 -0.2603
H 5.27 1.76 5.73 0.2157
H 3.64 2.89 4.28 0.2227
H 1.49 3.70 5.32 0.1894
H 2.49 2.44 8.99 0.1975
H 4.71 1.31 8.11 0.2226
Cl -2.74 0.37 1.93 -0.0038
C -3.54 -1.10 2.40 -0.4273
Cl -2.62 -2.58 2.49 -0.0099
H -4.00 -0.99 3.39 0.2219
H -4.35 -1.26 1.69 0.2193
Cl -9.23 1.77 4.27 -0.0147
C -10.56 1.57 5.35 -0.4259
Cl -11.96 2.16 4.52 -0.0148
H -10.77 0.51 5.43 0.2257
H -10.33 2.08 6.29 0.2296
```

- Frontier orbital gap: 9.605 eV
- Highest occupied orbital energy: -9.31 eV
- Energy above the lowest of the compared OMol25 structures with the same formula, charge and spin: 60.1 kcal per mole


2 unconnected molecules or ions with the total composition C8H14FN2, computed with the ωB97M-V functional and the def2-TZVPD basis.

```
25
Properties=species:S:1:pos:R:3:nbo_charge:R:1
C 0.01 -3.03 0.41 -0.2762
C -0.30 -2.69 1.72 -0.1414
C 0.14 -1.38 -0.21 -0.0284
C -0.84 -2.37 -0.69 -0.3918
C -0.54 -1.30 1.93 0.6084
C 1.70 2.17 -0.74 -0.3885
C -0.57 2.70 0.09 -0.4494
C -0.38 0.72 -1.27 -0.1152
N -0.17 -0.57 0.89 -0.5702
N 0.27 1.63 -0.38 -0.5027
F -1.02 -0.71 3.03 -0.2711
H 0.75 -3.71 0.15 0.2569
H -0.13 -3.42 2.52 0.2533
H 1.01 -1.13 -0.79 0.2373
H -0.62 -2.82 -1.62 0.2542
H -1.92 -2.05 -0.41 0.2364
H 2.33 1.63 -0.09 0.2163
H 1.83 1.76 -1.82 0.2313
H 1.70 3.25 -0.51 0.2409
H 0.00 3.29 0.84 0.2305
H -0.61 3.60 -0.63 0.2318
H -1.64 2.48 0.40 0.2534
H -1.35 0.53 -1.01 0.1889
H -0.07 0.65 -2.29 0.2005
H 0.41 0.74 0.46 0.4950
```

- Multiplicity: 3
- <S²>: 2.01
- Frontier orbital gap (spin up / spin down): 9.015 / 7.376 eV
- Highest occupied orbital energy (spin up / spin down): -11.44 / -13.03 eV
- Energy above the lowest of the compared OMol25 structures with the same formula, charge and spin: 17.9 kcal per mole
- Total charge: +1


A molecular structure, C34H35BN8OSiW, computed with the ωB97M-V functional and the def2-TZVPD basis.

```
81
Properties=species:S:1:pos:R:3:lowdin_charge:R:1
W -0.21 0.25 0.43 1.9629
C 2.83 1.00 1.37 -0.0109
C 1.90 2.15 1.54 -0.2619
C 2.06 3.43 2.03 0.0704
C 0.81 4.03 1.95 0.0495
N -0.07 3.18 1.42 0.0678
N 0.59 2.01 1.16 -0.0930
B -1.58 3.19 1.06 -0.6176
N -2.21 2.00 1.88 0.0560
C -3.23 1.96 2.74 0.0590
C -3.49 0.64 3.11 0.0764
C -2.58 -0.13 2.42 -0.2595
C -2.35 -1.60 2.34 0.0097
N -1.79 0.71 1.68 -0.1024
N -1.68 2.74 -0.45 0.0604
C -2.31 3.26 -1.50 0.0686
C -2.27 2.35 -2.57 0.0822
C -1.60 1.24 -2.10 -0.2374
C -1.24 -0.09 -2.67 0.0050
N -1.24 1.51 -0.80 -0.1115
N -2.35 4.43 1.26 -0.0183
C -2.08 5.73 1.62 -0.0364
C -3.25 6.42 1.57 0.0228
C -4.24 5.48 1.16 -0.3125
C -5.69 5.71 0.94 -0.0071
N -3.68 4.30 0.98 0.0983
H 3.84 1.26 1.68 0.1163
H 2.51 0.17 2.00 0.0854
H 2.89 0.69 0.32 0.0860
H 2.96 3.88 2.41 0.1441
H 0.52 5.02 2.25 0.1369
H -3.73 2.86 3.04 0.1539
H -4.25 0.29 3.79 0.1447
H -3.29 -2.15 2.31 0.1181
H -1.80 -1.85 1.42 0.0523
H -1.79 -1.96 3.21 0.1123
H -2.76 4.23 -1.46 0.1575
H -2.71 2.48 -3.55 0.1440
H -1.97 -0.43 -3.41 0.1232
H -0.27 -0.07 -3.16 0.0690
H -1.22 -0.85 -1.87 0.0750
H -1.10 6.09 1.87 0.1082
H -3.41 7.46 1.79 0.1253
H -5.98 6.72 1.20 0.0913
H -5.95 5.53 -0.11 0.0895
H -6.28 5.01 1.53 0.0885
O 0.83 -1.19 0.18 -0.4146
Si 1.69 -2.47 -0.66 0.6603
C 1.15 -4.05 0.18 -0.2502
C 1.58 -5.26 -0.35 -0.0705
C 1.15 -6.46 0.21 -0.0377
C 0.29 -6.44 1.30 -0.0394
C -0.12 -5.24 1.86 -0.0605
C 0.32 -4.05 1.30 -0.1122
C 3.53 -2.28 -0.44 -0.2495
C 4.36 -2.40 -1.56 -0.0818
C 5.74 -2.38 -1.41 -0.0406
C 6.30 -2.23 -0.15 -0.0368
C 5.49 -2.12 0.97 -0.0551
C 4.11 -2.16 0.83 -0.1074
C 1.15 -2.19 -2.42 -0.2783
C 1.75 -1.18 -3.18 -0.1353
C 1.41 -1.00 -4.51 -0.0694
C 0.45 -1.82 -5.09 -0.0423
C -0.16 -2.82 -4.35 -0.0454
C 0.19 -3.01 -3.02 -0.0782
H 2.26 -5.28 -1.19 0.1187
H 1.50 -7.40 -0.20 0.1235
H -0.03 -7.38 1.74 0.1229
H -0.76 -5.24 2.73 0.1130
H 0.05 -3.10 1.76 0.0574
H 3.93 -2.54 -2.54 0.1015
H 6.37 -2.48 -2.28 0.1216
H 7.38 -2.23 -0.04 0.1231
H 5.93 -2.04 1.96 0.1179
H 3.49 -2.13 1.72 0.1043
H 2.52 -0.54 -2.74 0.1103
H 1.89 -0.23 -5.10 0.1242
H 0.19 -1.69 -6.14 0.1255
H -0.90 -3.46 -4.81 0.1243
H -0.27 -3.81 -2.45 0.1148
```

- Multiplicity: 2
- <S²>: 0.76
- Frontier orbital gap (spin up / spin down): 3.533 / 3.961 eV
- Highest occupied orbital energy (spin up / spin down): -15.97 / -15.98 eV
- Total charge: +3


2 unconnected molecules or ions with the total composition C4H9NOS, computed with the ωB97M-V functional and the def2-TZVPD basis.

```
16
Properties=species:S:1:pos:R:3:nbo_charge:R:1
C 0.72 1.26 -0.43 -0.4448
C 1.27 -0.86 2.12 -0.5969
C -0.55 1.01 -0.76 -0.1467
C -0.87 0.33 -2.11 -0.6506
N -1.29 -1.09 1.19 -1.0122
O 0.79 -1.80 -0.22 -0.9044
S 0.23 -1.12 0.90 1.6528
H 1.05 1.73 0.49 0.1785
H 1.59 1.20 -0.96 0.1933
H 2.29 -0.94 1.80 0.2394
H 0.78 -0.60 3.10 0.2314
H -1.37 1.25 -0.01 0.2170
H -1.50 -0.49 -1.69 0.2299
H -0.07 -0.03 -2.80 0.2248
H -1.41 0.95 -2.69 0.2075
H -1.65 -0.80 2.06 0.3810
```

- Multiplicity: 3
- <S²>: 2.01
- Frontier orbital gap (spin up / spin down): 6.691 / 6.858 eV
- Highest occupied orbital energy (spin up / spin down): -6.10 / -9.27 eV
- Energy above the lowest of the compared OMol25 structures with the same formula, charge and spin: 95.1 kcal per mole


Number 1: energy -3160.6643 Eh. Number 2: energy -522.1196 Eh. Number 3: energy -2210.4887 Eh. Number 4: energy -685.7045 Eh.